Record 1
The following is a DFT calculation (the ωB97M-V functional and the def2-TZVPD basis) of one molecule with the formula C4H7FN2 at a distorted geometry.

Atoms and positions in Å:
C1 -1.704 0.283 0.263
C2 -0.330 0.035 -0.435
C3 0.931 0.887 -0.069
C4 0.186 -1.369 -0.052
H1 -2.120 1.263 0.054
H2 -1.601 0.183 1.329
H3 -0.519 0.062 -1.518
H4 0.862 1.246 0.996
H5 1.029 1.777 -0.729
H6 2.764 0.061 0.423
H7 -0.344 -2.330 0.073
N1 2.009 -0.104 -0.205
N2 1.463 -1.350 0.078
F1 -2.627 -0.645 -0.208

Results
* SMILES: FC[C@@H]1C=NNC1
* electronic energy: -365.9406 a.u.
* energy above the lowest of the compared OMol25 structures with the same formula, charge and spin: 99.39 kJ/mol
* LUMO level: 1.0 eV
* Kohn-Sham gap: 9.95 eV

Partial atomic charges computed with the natural (NBO) method, in multiples of e:
1 C 0.071
2 C -0.323
3 C -0.244
4 C 0.003
5 H 0.165
6 H 0.162
7 H 0.222
8 H 0.177
9 H 0.214
10 H 0.366
11 H 0.223
12 N -0.447
13 N -0.222
14 F -0.366

---

Record 2
The following is a DFT calculation (the ωB97M-V functional and the def2-TZVPD basis) of one molecule with the formula C4H7FN2O at a distorted geometry.

Atoms and positions in Å:
C1 1.527 0.346 -0.543
C2 0.607 0.377 0.677
C3 -0.707 1.173 0.312
C4 -1.470 -0.890 -0.532
H1 2.090 1.330 -0.581
H2 0.990 0.121 -1.424
H3 1.005 0.893 1.502
H4 -1.252 1.372 1.231
H5 -0.491 2.145 -0.127
H6 -2.204 -1.464 -1.083
H7 -0.780 -2.505 0.469
N1 -1.541 0.380 -0.604
N2 -0.477 -1.633 0.053
O1 0.252 -0.957 1.043
F1 2.449 -0.689 -0.394

Results
* SMILES: FC[C@H]1CN=CNO1
* electronic energy: -441.1420 a.u.
* energy above the lowest of the compared OMol25 structures with the same formula, charge and spin: 286.76 kJ/mol
* LUMO level: 0.9 eV
* Kohn-Sham gap: 9.90 eV

Partial atomic charges computed with the natural (NBO) method, in multiples of e:
1 C 0.026
2 C 0.032
3 C -0.269
4 C 0.232
5 H 0.170
6 H 0.180
7 H 0.202
8 H 0.207
9 H 0.202
10 H 0.183
11 H 0.386
12 N -0.489
13 N -0.331
14 O -0.367
15 F -0.365

---

Record 3
The following is a DFT calculation (the ωB97M-V functional and the def2-TZVPD basis) of a 2-piece molecular cluster, C4H7FN2OS2 overall at a distorted geometry.

Atoms and positions in Å:
C1 -1.962 0.801 -0.129
C2 0.684 -0.877 0.712
C3 -3.325 0.777 0.388
C4 7.201 -0.124 -0.077
H1 -0.426 1.666 -0.816
H2 -2.076 -1.128 -0.414
H3 1.742 -1.387 0.683
H4 -3.618 1.812 0.671
H5 6.931 -0.683 -1.000
H6 8.136 0.538 -0.194
H7 7.392 -0.701 0.808
N1 -1.250 1.908 -0.186
N2 -1.472 -0.382 -0.707
O1 -0.021 -0.443 1.667
F1 6.039 0.609 0.167
S1 0.233 -0.617 -0.925
S2 -4.531 -0.395 0.069

Results
* SMILES: [H]/N=C(/C=S)NSC=O.CF
* electronic energy: -1237.4990 a.u.
* LUMO level: -1.6 eV
* Kohn-Sham gap: 7.86 eV

Partial atomic charges computed with the natural (NBO) method, in multiples of e:
1 C 0.313
2 C 0.167
3 C -0.260
4 C -0.129
5 H 0.333
6 H 0.415
7 H 0.162
8 H 0.236
9 H 0.175
10 H 0.166
11 H 0.169
12 N -0.588
13 N -0.774
14 O -0.521
15 F -0.379
16 S 0.471
17 S 0.046

---

Record 4
The following is a DFT calculation (the ωB97M-V functional and the def2-TZVPD basis) of one molecule with the formula C4H7FN2S at a distorted geometry.

Atoms and positions in Å:
C1 -2.576 0.379 0.588
C2 0.680 0.261 -0.251
C3 1.846 -0.636 -0.128
C4 3.120 -0.342 0.000
H1 -3.128 1.299 0.331
H2 -3.316 -0.421 0.788
H3 -2.021 0.618 1.512
H4 -1.585 0.835 -1.170
H5 -0.527 -1.463 -0.357
H6 1.706 -1.701 -0.260
H7 3.885 -1.119 -0.058
N1 -1.767 -0.010 -0.617
N2 -0.491 -0.457 -0.321
F1 3.568 0.844 0.214
S1 0.608 1.913 -0.270

Results
* SMILES: CNNC(=S)/C=C\F
* electronic energy: -764.1064 a.u.
* energy above the lowest of the compared OMol25 structures with the same formula, charge and spin: 206.93 kJ/mol
* LUMO level: 0.2 eV
* Kohn-Sham gap: 8.69 eV

Partial atomic charges computed with the natural (NBO) method, in multiples of e:
1 C -0.437
2 C 0.057
3 C -0.391
4 C 0.336
5 H 0.208
6 H 0.193
7 H 0.204
8 H 0.370
9 H 0.385
10 H 0.218
11 H 0.167
12 N -0.450
13 N -0.408
14 F -0.286
15 S -0.166

---

Record 5
The following is a DFT calculation (the ωB97M-V functional and the def2-TZVPD basis) of an isolated ion of composition C4H7FN3 and charge +1 at a distorted geometry.

Atoms and positions in Å:
C1 0.674 0.033 0.311
C2 -1.142 -1.469 0.247
C3 -2.258 0.530 -0.544
C4 2.026 0.098 0.033
N1 0.091 -1.158 0.246
N2 -2.237 -0.649 -0.009
N3 2.822 1.152 0.156
F1 2.616 -0.964 -0.481
H1 0.180 0.941 0.644
H2 -1.399 -2.508 0.401
H3 -1.351 1.056 -0.790
H4 -3.195 0.980 -0.833
H5 -3.136 -1.114 0.127
H6 3.791 1.078 -0.124
H7 2.517 1.994 0.616

Results
* SMILES: C=[NH+]/C=N\C=C(\N)F
* electronic energy: -420.4411 a.u.
* energy above the lowest of the compared OMol25 structures with the same formula, charge and spin: 131.03 kJ/mol
* total charge: +1
* LUMO level (alpha / beta): -5.3 / -5.3 eV
* Kohn-Sham gap (alpha / beta): 6.75 / 6.75 eV

Partial atomic charges computed with the natural (NBO) method, in multiples of e:
1 C -0.277
2 C 0.116
3 C 0.032
4 C 0.702
5 N -0.299
6 N -0.416
7 N -0.755
8 F -0.263
9 H 0.187
10 H 0.212
11 H 0.222
12 H 0.230
13 H 0.446
14 H 0.438
15 H 0.426

---

Record 6
The following is a DFT calculation (the ωB97M-V functional and the def2-TZVPD basis) of one molecule with the formula C4H7FO at a distorted geometry.

Atoms and positions in Å:
C1 -2.119 1.146 0.713
C2 -0.213 -0.167 0.571
C3 0.949 -0.569 -0.273
C4 2.171 -0.626 0.206
H1 -2.863 0.446 0.265
H2 -2.522 2.131 0.493
H3 -2.087 0.962 1.813
H4 -0.985 -0.977 0.357
H5 0.016 -0.168 1.720
H6 2.155 -0.455 1.296
H7 3.007 -0.648 -0.446
O1 -0.854 1.024 0.129
F1 0.598 -0.909 -1.538

Results
* SMILES: C=C(F)COC
* electronic energy: -331.6482 a.u.
* energy above the lowest of the compared OMol25 structures with the same formula, charge and spin: 160.53 kJ/mol
* LUMO level: 1.0 eV
* Kohn-Sham gap: 10.84 eV

Partial atomic charges computed with the natural (NBO) method, in multiples of e:
1 C -0.251
2 C -0.137
3 C 0.394
4 C -0.484
5 H 0.166
6 H 0.198
7 H 0.166
8 H 0.176
9 H 0.186
10 H 0.219
11 H 0.225
12 O -0.528
13 F -0.329

---

Record 7
The following is a DFT calculation (the ωB97M-V functional and the def2-TZVPD basis) of one molecule with the formula C4H7FO at a distorted geometry.

Atoms and positions in Å:
C1 -2.187 -0.447 0.246
C2 0.006 0.345 -0.258
C3 -0.131 1.626 0.094
C4 1.396 -0.180 -0.529
H1 -2.790 0.311 -0.300
H2 -2.704 -1.400 0.154
H3 -2.073 -0.185 1.326
H4 -1.059 2.048 0.467
H5 0.724 2.269 0.186
H6 2.076 0.638 -0.933
H7 1.461 -0.994 -1.182
O1 -0.910 -0.654 -0.375
F1 1.904 -0.613 0.663

Results
* SMILES: C=C(CF)OC
* electronic energy: -331.6645 a.u.
* energy above the lowest of the compared OMol25 structures with the same formula, charge and spin: 117.71 kJ/mol
* LUMO level: 1.0 eV
* Kohn-Sham gap: 10.25 eV

Partial atomic charges computed with the natural (NBO) method, in multiples of e:
1 C -0.261
2 C 0.287
3 C -0.517
4 C 0.019
5 H 0.181
6 H 0.200
7 H 0.188
8 H 0.204
9 H 0.216
10 H 0.162
11 H 0.176
12 O -0.497
13 F -0.359

---

Record 8
The following is a DFT calculation (the ωB97M-V functional and the def2-TZVPD basis) of C4H7FO as an isolated structure at a distorted geometry.

Atoms and positions in Å:
C1 0.720 0.729 -0.489
C2 -0.312 0.370 0.586
C3 1.001 -0.735 -0.385
C4 -1.743 0.072 0.268
O1 2.116 -1.226 0.144
F1 -1.900 -0.990 -0.605
H1 0.152 1.156 -1.445
H2 1.625 1.240 -0.196
H3 -0.144 0.509 1.632
H4 0.465 -1.469 -0.917
H5 -2.163 0.865 -0.429
H6 -2.297 -0.095 1.248
H7 2.479 -0.426 0.587

Results
* <S²>: 2.01
* electronic energy: -331.4888 a.u.
* energy above the lowest of the compared OMol25 structures with the same formula, charge and spin: 44.63 kJ/mol
* multiplicity: 3
* LUMO level (alpha / beta): 0.8 / -0.8 eV
* Kohn-Sham gap (alpha / beta): 5.61 / 10.50 eV

Partial atomic charges computed with the natural (NBO) method, in multiples of e:
1 C -0.539
2 C -0.111
3 C 0.067
4 C -0.048
5 O -0.624
6 F -0.390
7 H 0.247
8 H 0.217
9 H 0.192
10 H 0.177
11 H 0.169
12 H 0.181
13 H 0.461

---

Record 9
The following is a DFT calculation (the ωB97M-V functional and the def2-TZVPD basis) of a 2-piece molecular cluster, C4H7FOS overall at a distorted geometry.

Atoms and positions in Å:
C1 -0.513 -1.578 -0.018
C2 -0.140 -0.330 -0.142
C3 -0.763 0.813 -0.776
C4 1.620 0.266 0.860
O1 3.405 -1.384 0.097
F1 3.970 1.039 -0.062
S1 2.789 -0.205 -0.379
H1 -0.114 -2.126 0.722
H2 -1.420 -1.780 -0.527
H3 -1.262 0.529 -1.796
H4 0.015 1.621 -1.215
H5 -1.517 1.226 -0.186
H6 1.852 -0.405 1.661
H7 1.503 1.393 0.951

Results
* electronic energy: -729.7563 a.u.
* energy above the lowest of the compared OMol25 structures with the same formula, charge and spin: 333.25 kJ/mol
* LUMO level: 0.5 eV
* Kohn-Sham gap: 10.48 eV

Partial atomic charges computed with the natural (NBO) method, in multiples of e:
1 C -0.455
2 C 0.143
3 C -0.715
4 C -0.703
5 O -0.910
6 F -0.560
7 S 1.560
8 H 0.221
9 H 0.214
10 H 0.238
11 H 0.233
12 H 0.238
13 H 0.243
14 H 0.254

---

Record 10
The following is a DFT calculation (the ωB97M-V functional and the def2-TZVPD basis) of one molecule with the formula C4H7FS at a distorted geometry.

Atoms and positions in Å:
C1 1.371 1.293 0.259
C2 1.098 -0.281 0.423
C3 -0.312 -0.764 0.167
C4 -1.469 -0.305 1.017
H1 0.754 1.805 1.000
H2 2.408 1.533 0.528
H3 1.159 1.556 -0.779
H4 1.507 -0.543 1.339
H5 -0.293 -1.802 -0.194
H6 -1.066 0.572 1.564
H7 -2.291 -0.808 1.410
F1 1.793 -0.816 -0.573
S1 -1.403 0.336 -0.682

Results
* SMILES: C[C@H](F)[C@H]1CS1
* electronic energy: -654.6143 a.u.
* energy above the lowest of the compared OMol25 structures with the same formula, charge and spin: 133.11 kJ/mol
* LUMO level: 0.9 eV
* Kohn-Sham gap: 9.78 eV

Partial atomic charges computed with the natural (NBO) method, in multiples of e:
1 C -0.636
2 C 0.206
3 C -0.360
4 C -0.481
5 H 0.203
6 H 0.216
7 H 0.227
8 H 0.158
9 H 0.243
10 H 0.214
11 H 0.234
12 F -0.352
13 S 0.129

---

Record 11
The following is a DFT calculation (the ωB97M-V functional and the def2-TZVPD basis) of C4H7HgO2 as an isolated structure at a distorted geometry.

Atoms and positions in Å:
O1 -0.706 0.613 -0.929
C1 -1.572 -0.361 -0.731
C2 -1.343 -1.315 0.268
H1 -0.671 -2.130 -0.039
H2 -2.263 -0.581 -1.557
H3 -2.258 -1.796 0.632
Hg1 0.147 1.191 1.140
C3 1.605 -0.711 1.080
C4 1.780 -1.450 -0.083
O2 1.784 0.425 -0.079
H4 2.184 -1.152 1.916
H5 1.075 -1.424 -0.925
H6 2.643 -2.122 -0.094
H7 0.529 0.404 -1.313

Results
* <S²>: 0.79
* electronic energy: -460.0766 a.u.
* energy above the lowest of the compared OMol25 structures with the same formula, charge and spin: 871.77 kJ/mol
* multiplicity: 2
* LUMO level (alpha / beta): -0.2 / -1.7 eV
* Kohn-Sham gap (alpha / beta): 7.31 / 5.51 eV

Partial atomic charges computed with the natural (NBO) method, in multiples of e:
1 O -0.823
2 C 0.214
3 C -0.638
4 H 0.228
5 H 0.182
6 H 0.195
7 Hg 0.805
8 C -0.347
9 C -0.098
10 O -0.835
11 H 0.220
12 H 0.171
13 H 0.193
14 H 0.534

---

Record 12
The following is a DFT calculation (the ωB97M-V functional and the def2-TZVPD basis) of C4H7HgO3 as an isolated structure at a distorted geometry.

Atoms and positions in Å:
O1 1.615 -0.331 1.144
C1 2.847 -0.008 1.523
H1 3.529 -0.851 1.639
H2 3.157 1.035 1.422
O2 -0.616 0.226 0.362
O3 0.822 1.863 0.592
C2 0.576 0.671 0.640
C3 -0.845 -0.868 -0.567
H3 0.027 -0.956 -1.224
H4 -0.896 -1.752 0.077
Hg1 -0.739 3.547 0.337
C4 -2.126 -0.667 -1.338
H5 -1.984 0.016 -2.185
H6 -2.445 -1.640 -1.736
H7 -2.922 -0.286 -0.684

Results
* <S²>: 2.01
* electronic energy: -535.3612 a.u.
* energy above the lowest of the compared OMol25 structures with the same formula, charge and spin: 0.00 kJ/mol
* multiplicity: 3
* total charge: +1
* LUMO level (alpha / beta): -3.8 / -8.0 eV
* Kohn-Sham gap (alpha / beta): 7.44 / 7.57 eV

Partial atomic charges computed with the natural (NBO) method, in multiples of e:
1 O -0.492
2 C -0.030
3 H 0.200
4 H 0.172
5 O -0.506
6 O -0.694
7 C 1.047
8 C -0.068
9 H 0.202
10 H 0.211
11 Hg 0.897
12 C -0.641
13 H 0.219
14 H 0.252
15 H 0.231